[1]
Molecular formula: C6H6BrClO2
Method: DFT, wB97M-V/def2-TZVPD

For the energy above the lowest of the compared OMol25 structures with the same formula, charge and spin, the calculation gives 24.12 kcal per mole. The calculation puts the lowest unoccupied orbital energy at 0.3 eV. Its total energy is -92977.866 eV. Its structure (SMILES) is CC[C@]1(Cl)C=C(Br)OC1=O.

Structure (XYZ):
```
16
Properties=species:S:1:pos:R:3:forces:R:3:mulliken_charge:R:1
C -0.183 -1.145 -0.917 -2.0178 -0.1637 3.3650 -0.739
C 0.611 -0.705 0.217 1.5619 1.3042 1.7702 1.351
C -0.298 -0.845 1.501 1.9495 -0.0618 -0.6412 0.134
C -1.384 -1.304 -0.361 -0.4257 -1.1935 -0.7665 0.061
C 0.003 1.787 -0.332 -2.5728 -0.8745 -1.2973 -1.020
C 1.086 0.766 -0.001 0.8487 -0.5614 -0.0959 -0.722
O -0.002 -0.636 2.638 -0.7259 -0.1105 -0.8691 -0.515
O -1.469 -1.329 1.031 -0.7370 0.4129 -0.3246 -0.326
Cl 2.109 -1.708 0.516 -0.4712 0.1901 -0.1136 -0.196
Br -3.018 -1.667 -1.174 0.0473 0.0515 -0.0070 -0.111
H 0.134 -1.034 -1.878 0.3746 0.0111 -2.4859 0.603
H 0.457 2.744 -0.626 -0.1728 -0.3990 -0.1113 0.387
H -0.760 2.052 0.523 1.5815 -0.8895 -1.4321 0.244
H -0.616 1.306 -1.232 1.0172 1.6499 1.7647 0.244
H 1.469 1.149 0.960 0.9124 -0.6276 -0.5295 0.309
H 1.861 0.569 -0.864 -1.1698 1.2615 1.7742 0.296
```
Positions in Å, forces in eV/Å.

[2]
Molecular formula: C4H7NiO4
Method: DFT, wB97M-V/def2-TZVPD

The calculation puts the lowest unoccupied orbital energy (alpha / beta) at 0.3 / -2.1 eV. Its expectation value of S² is 3.75. Its total energy is -53488.167 eV. The spin multiplicity is 4.

Structure (XYZ):
```
16
Properties=species:S:1:pos:R:3:forces:R:3:lowdin_spin:R:1
O 2.096 0.017 1.012 0.6183 -0.7067 0.9023 0.144
C 1.178 -0.815 1.345 1.7013 0.9398 2.6391 0.066
O -0.003 -0.114 1.338 -4.5933 -0.0797 -2.5018 0.160
Ni 0.899 1.091 2.706 0.4911 -0.4203 -1.2212 2.560
O 1.176 -1.797 2.072 0.5760 -0.8677 -1.3135 0.037
C 0.934 0.613 -1.321 -3.2185 0.3099 -2.9954 0.003
H 1.330 -0.349 -1.676 0.1401 0.5193 0.4139 0.001
H 0.743 1.240 -2.205 -0.0515 -0.7188 -0.8002 0.000
H 1.678 1.332 -0.953 -0.8311 -0.8913 1.8097 0.000
C -1.075 -0.602 0.045 0.1304 -0.3761 2.4819 0.017
C -0.868 0.319 -1.075 4.1114 1.8916 0.8323 0.002
O -2.317 -0.652 0.633 0.8353 -0.0152 -0.2030 0.007
H -0.783 -1.636 -0.166 0.2625 0.3071 0.3650 0.002
H -1.267 1.316 -0.838 -0.1894 -0.4163 -0.4123 0.000
H -1.221 -0.139 -2.006 0.1021 0.3741 0.2154 0.001
H -2.499 0.177 1.090 -0.0846 0.1504 -0.2122 0.001
```
Positions in Å, forces in eV/Å.

[3]
Molecular formula: C29H33Cl2N2O4P2Ti
Method: DFT, wB97M-V/def2-TZVPD

For the energy above the lowest of the compared OMol25 structures with the same formula, charge and spin, the calculation gives 31.40 kcal per mole. Its net charge is +1. The calculation puts the lowest unoccupied orbital energy at -3.2 eV. Its total energy is -108515.202 eV.

Structure (XYZ):
```
73
Properties=species:S:1:pos:R:3:forces:R:3:mulliken_charge:R:1
Ti 0.342 -0.146 -0.274 0.2319 -1.3243 -0.1011 -1.062
O 0.729 0.021 1.449 -0.0735 0.1415 1.5333 0.048
C 1.914 0.312 1.925 2.1813 0.0169 1.0938 0.546
C 2.113 1.402 2.789 -0.5133 -0.2667 -0.3595 -0.797
C 3.350 1.652 3.340 0.1663 -0.2384 -0.0604 -0.750
C 4.433 0.810 3.082 0.0096 0.0969 0.0554 -0.884
C 4.272 -0.258 2.234 -0.2384 -0.0452 -0.1837 -0.751
C 3.034 -0.512 1.621 -0.3740 0.8019 0.4882 0.613
C 2.897 -1.585 0.689 -0.1443 -0.4660 -0.1535 -0.468
N 1.850 -1.776 -0.028 0.2974 0.2112 0.1774 0.521
C 1.869 -2.864 -0.986 -0.0119 -0.5593 -0.4032 -1.055
C 0.555 -2.815 -1.786 0.3249 -0.5823 0.1478 -0.669
N 0.327 -1.416 -2.013 0.0013 -0.1191 -0.5205 1.023
C 0.383 -0.934 -3.197 -0.0080 -0.3695 -0.1484 -0.992
C 0.601 0.465 -3.440 0.4519 0.6695 0.4394 0.763
C 0.305 1.072 -4.668 0.0849 -0.0800 0.1779 -0.372
C 0.642 2.385 -4.907 -0.0677 -0.0305 -0.0936 -0.815
C 1.341 3.104 -3.940 -0.0548 -0.1678 0.0370 -0.661
C 1.686 2.522 -2.742 0.1199 -0.3538 0.4416 -0.367
C 1.294 1.206 -2.435 -0.2272 0.6617 -2.2351 0.500
O 1.589 0.667 -1.281 1.1810 0.1928 0.2181 -0.271
H 1.269 2.044 2.990 -0.0380 0.0419 0.0475 0.384
H 3.486 2.505 3.987 -0.0394 0.0889 0.0708 0.473
H 5.390 1.004 3.540 0.0879 0.0158 0.0258 0.421
H 5.105 -0.909 2.016 0.0963 -0.0769 -0.0426 0.432
H 3.759 -2.257 0.593 -0.1495 0.0159 -0.0471 0.374
H 1.990 -3.831 -0.481 -0.0565 0.1309 -0.1100 0.513
H 2.715 -2.735 -1.678 -0.1747 -0.0185 0.1270 0.441
H -0.257 -3.230 -1.182 0.1190 0.0018 -0.1950 -0.139
H 0.649 -3.388 -2.719 -0.0880 0.1018 0.1924 0.469
H 0.361 -1.604 -4.068 0.0068 0.0785 0.2253 0.336
H -0.211 0.496 -5.421 -0.0527 -0.0731 -0.0981 0.457
H 0.393 2.851 -5.846 -0.0666 0.0225 -0.1051 0.455
H 1.616 4.130 -4.132 0.0758 0.0999 -0.0261 0.475
H 2.250 3.064 -1.996 0.0351 0.0498 0.0466 0.609
C -3.021 2.725 1.828 0.2800 -0.1976 -0.0468 -1.518
P -1.871 1.269 1.845 -1.4347 0.2118 0.8421 1.765
C -1.470 1.296 3.652 0.0332 -0.0004 -0.3904 -1.624
C -3.212 -0.025 1.907 0.2671 0.2517 -0.0292 -1.308
C -2.607 -1.402 2.114 0.1464 0.2090 -0.1253 -1.255
P -1.510 -1.928 0.718 -1.0113 -1.1135 0.3542 1.836
C -2.846 -2.432 -0.458 0.2694 0.2232 0.0762 -1.396
C -1.072 -3.571 1.444 0.2233 0.3103 -0.2077 -1.514
H -2.442 3.644 1.903 -0.0124 0.1309 0.0035 0.356
H -3.721 2.677 2.660 -0.0736 0.0608 0.0376 0.494
H -3.575 2.742 0.891 -0.0421 0.0359 -0.0540 0.343
H -2.363 1.147 4.257 -0.0273 0.0194 0.0803 0.481
H -1.039 2.268 3.889 0.0684 0.0373 0.1041 0.454
H -0.734 0.529 3.878 0.0800 -0.0481 0.1209 0.291
H -3.763 0.014 0.963 -0.0511 0.0391 0.0289 0.310
H -3.911 0.208 2.716 -0.0291 -0.0083 -0.0717 0.631
H -3.398 -2.155 2.210 0.2288 -0.0399 0.0282 0.661
H -2.006 -1.409 3.028 -0.0413 -0.1028 0.0034 0.460
H -3.515 -3.157 0.011 0.1087 0.0492 0.0303 0.490
H -2.441 -2.859 -1.374 -0.0150 0.0155 -0.0205 0.296
H -3.415 -1.542 -0.728 0.0129 -0.0807 -0.0451 0.347
H -1.983 -4.087 1.746 0.0140 0.0127 0.0035 0.509
H -0.447 -3.406 2.321 0.0558 -0.0400 0.0471 0.378
H -0.525 -4.200 0.745 0.0319 -0.0476 -0.0167 0.406
Cl -3.511 4.856 -4.040 -0.0320 0.1893 -0.1103 -0.205
C -2.760 3.588 -3.152 0.1037 -0.3034 0.1141 0.032
C -3.026 2.263 -3.508 0.0989 0.2582 0.2259 -0.715
C -2.471 1.244 -2.773 0.3996 0.0308 0.6029 1.059
Cl -2.713 -0.402 -3.215 -0.3922 -0.1264 -0.3220 -0.178
C -1.630 1.477 -1.658 -0.9060 1.6343 -1.0321 -1.294
O -1.192 0.475 -0.960 -1.0984 0.0791 -0.6199 0.237
C -1.302 2.832 -1.382 -0.5213 -0.9538 -0.3159 1.987
C -0.281 3.127 -0.396 0.2040 0.4364 0.1746 -1.237
O 0.365 2.298 0.216 0.0417 0.3411 -0.1729 -0.258
C -1.889 3.868 -2.120 0.0473 -0.2342 0.0755 -1.409
H -3.653 2.036 -4.356 -0.1055 0.0083 -0.0782 0.541
H -0.081 4.204 -0.237 -0.0101 -0.1076 0.0595 0.266
H -1.637 4.889 -1.876 -0.0047 0.1512 -0.0162 0.482
```
Positions in Å, forces in eV/Å.